1.
The following is a quantum chemistry calculation of a cluster of 11 separate species, C36H69N5O21 in total, from OMol25.

XYZ file:
```
131
Properties=species:S:1:pos:R:3:forces:R:3
C 1.4667 1.2775 -4.4829 -0.697 -0.810 0.926
C 2.5979 1.4364 -3.4801 0.641 2.050 -2.102
C 3.4329 2.6597 -3.9718 0.424 -1.714 -0.474
O 2.8715 3.7603 -3.2597 0.256 -0.165 -0.079
C 2.2761 3.2614 -2.1562 1.088 0.068 0.309
O 1.9418 3.8931 -1.2015 -0.494 0.437 -0.112
O 2.2501 1.9342 -2.1871 -0.811 -1.397 0.149
H 0.8556 2.1771 -4.5682 0.076 0.104 0.047
H 0.8232 0.4386 -4.2083 0.001 0.205 -0.105
H 1.8855 1.0416 -5.4596 0.113 0.021 0.012
H 3.2201 0.5470 -3.4746 -0.115 -0.089 0.734
H 3.3803 2.7671 -5.0507 -0.458 0.501 0.023
H 4.4846 2.4157 -3.7933 0.111 0.943 0.705
C -2.6742 0.4614 -4.8624 -1.089 0.009 1.557
C -1.8631 -0.2860 -3.8043 -0.589 0.599 -1.770
C -2.6101 -1.4333 -3.1528 -0.040 0.472 0.296
O -1.6714 -2.4877 -3.2387 -0.309 -0.930 0.389
C -0.7088 -2.2280 -4.1412 -0.336 0.567 -0.136
O 0.1050 -2.9996 -4.5193 0.229 -0.105 -0.045
O -0.8293 -0.9443 -4.5648 0.437 -0.302 0.746
H -3.1422 -0.2208 -5.5691 0.369 -0.101 -0.198
H -2.1444 1.2713 -5.3532 0.135 -0.057 -0.010
H -3.5178 0.8687 -4.2825 0.067 0.277 -0.434
H -1.5060 0.3939 -3.0256 0.515 -0.085 -0.419
H -3.5626 -1.6756 -3.6335 0.228 -0.232 -0.229
H -2.8261 -1.1924 -2.1098 0.145 -0.257 0.077
C 0.4503 -4.3995 -1.5314 0.571 -0.044 1.235
C 1.4651 -5.3222 -2.1687 0.454 0.238 -0.362
C 2.9127 -5.0717 -1.7169 -0.063 0.632 1.459
O 3.3559 -6.3479 -1.2252 0.930 0.455 -0.668
C 2.3500 -7.2000 -1.2073 -0.481 -1.587 -0.268
O 2.4045 -8.3363 -0.8245 0.142 0.547 0.100
O 1.2411 -6.6778 -1.7523 -0.404 0.415 -0.055
H 0.3375 -3.4361 -2.0175 -0.057 -0.310 -0.364
H 0.8369 -4.1796 -0.5297 -0.103 0.051 0.026
H -0.5010 -4.8784 -1.3123 -0.119 -0.028 -0.598
H 1.4656 -5.2873 -3.2603 -0.439 -0.148 0.010
H 3.0205 -4.4517 -0.8194 -0.580 0.323 -0.199
H 3.5498 -4.5778 -2.4467 0.265 -0.815 -0.293
C 0.6689 -0.6415 -1.1468 -0.344 -0.264 0.313
C 1.1520 -0.2307 0.2398 -0.816 0.748 -0.010
C 0.0450 -0.3926 1.3230 1.610 -0.343 -0.694
O 0.4360 -1.6249 1.9513 -0.342 -0.053 -0.164
C 1.6348 -2.0456 1.4914 -0.821 -0.045 0.606
O 2.1718 -3.0573 1.8102 0.200 -0.116 0.128
O 2.1449 -1.1512 0.6484 0.675 0.160 -0.671
H -0.2181 -0.1266 -1.5195 0.116 0.443 0.488
H 0.3567 -1.6816 -1.0088 0.260 -0.071 -0.446
H 1.4359 -0.5183 -1.9084 0.176 -0.375 0.091
H 1.5790 0.7680 0.2876 0.090 -0.008 -0.219
H -0.8912 -0.4627 0.7759 -0.404 -0.215 0.676
H 0.1151 0.3908 2.0709 -0.428 0.083 0.004
C -5.5168 -4.7743 0.2664 -0.436 1.001 -0.538
C -4.4931 -3.7725 -0.2680 -0.680 -0.908 0.725
C -4.4466 -2.4885 0.5615 0.301 -0.366 -0.582
O -3.0793 -2.3996 0.9464 0.445 0.894 -0.247
C -2.3705 -3.4568 0.5179 -1.106 -2.081 1.197
O -1.2822 -3.7541 0.8702 0.654 0.699 -0.473
O -3.1921 -4.3569 -0.1229 0.219 1.321 -0.321
H -6.5124 -4.3722 0.0447 0.005 -0.272 -0.460
H -5.5677 -4.8248 1.3535 0.749 -0.401 0.024
H -5.3340 -5.7110 -0.2531 -0.325 -0.252 0.370
H -4.7008 -3.5792 -1.3210 0.212 -0.007 -0.074
H -5.0572 -2.5726 1.4575 -0.055 0.257 -0.033
H -4.7158 -1.6292 -0.0507 -0.084 0.170 0.331
C 5.1692 -1.0261 0.8086 1.532 0.751 -0.887
N 5.4450 -1.7490 -0.4283 0.067 0.118 -1.022
C 5.3065 -1.0664 -1.7028 -1.322 0.339 0.035
C 5.6901 -3.0786 -0.4383 -0.098 0.230 0.648
O 5.7325 -3.7966 -1.4172 0.197 0.189 0.144
H 6.0254 -0.3560 0.9716 0.148 -0.252 0.445
H 5.0880 -1.7558 1.6052 -0.393 0.272 0.245
H 4.3576 -0.3091 0.7064 -0.559 -0.705 0.089
H 5.6713 -1.6097 -2.5687 0.414 -0.390 0.396
H 4.2292 -0.9551 -1.8887 -0.046 0.201 -0.082
H 5.7274 -0.0600 -1.7068 0.243 -0.055 0.305
H 5.8654 -3.3901 0.6092 -0.094 -0.614 -0.241
C -0.7737 2.8244 6.5280 0.419 0.513 -0.732
N -1.5743 2.0120 5.6285 -0.324 -0.673 0.553
C -2.9588 2.3891 5.4963 -0.459 1.198 -1.768
C -1.0902 0.8770 5.0667 0.820 0.075 0.585
O -1.6963 0.0712 4.3923 -0.527 0.299 -0.192
H 0.2645 2.4951 6.5486 -0.111 -0.355 0.056
H -1.1652 2.8892 7.5416 -0.131 -0.232 0.005
H -0.7341 3.8336 6.1061 -0.065 0.135 0.232
H -3.1050 3.3325 6.0197 -0.287 -0.407 0.585
H -3.1609 2.7119 4.4616 0.277 -0.119 -0.044
H -3.7510 1.6518 5.6240 0.457 -0.298 0.859
H -0.0206 0.7455 5.3103 -0.063 0.019 -0.070
C 3.5871 4.7277 1.7461 -0.712 -0.230 0.106
N 3.3818 3.5611 2.5942 -0.450 0.203 1.000
C 3.9003 3.6647 3.9438 0.745 0.173 0.541
C 2.7014 2.4725 2.2009 0.251 0.374 -1.418
O 2.6219 1.3857 2.7419 -0.099 0.033 0.721
H 2.9642 4.6518 0.8540 0.553 -0.331 -0.286
H 4.6588 4.8012 1.5715 -0.078 0.316 -0.457
H 3.2080 5.6396 2.2132 0.284 -0.064 0.390
H 4.9122 3.2613 4.0455 -0.095 -0.257 -0.133
H 4.0037 4.7132 4.2271 -0.222 0.067 -0.215
H 3.2745 3.2030 4.7063 -0.162 -0.261 -0.314
H 2.2469 2.6352 1.2070 -0.039 0.021 0.013
C -3.2160 1.5452 1.8312 0.026 -0.098 -0.164
N -4.5241 1.1727 1.3075 0.729 0.318 -0.650
C -4.7106 1.6259 -0.0557 -0.766 0.942 -0.036
C -5.3573 0.3167 1.9340 0.386 -0.764 0.253
O -6.4306 -0.0909 1.5333 -0.068 0.337 -0.314
H -2.4298 1.2172 1.1465 -0.038 -0.464 0.141
H -3.0766 1.1349 2.8268 0.185 -0.082 -0.044
H -3.0599 2.6296 1.8325 -0.515 0.114 0.276
H -3.8702 1.4074 -0.7164 0.071 -0.513 0.211
H -5.6615 1.3062 -0.4778 0.078 -0.350 0.148
H -4.7534 2.7225 -0.0498 -0.039 0.060 0.044
H -4.9125 -0.1089 2.8568 -0.035 0.465 0.048
C -1.9525 5.4117 -2.2253 -0.096 0.267 -0.601
N -2.2171 3.9795 -2.2955 0.275 0.243 0.534
C -3.4394 3.5671 -2.9868 0.714 0.377 0.066
C -1.4350 3.1523 -1.5731 -0.270 -0.333 -0.200
O -1.6368 1.9541 -1.4401 -0.010 -0.220 -0.024
H -2.8846 5.9590 -2.3707 -0.080 -0.073 0.360
H -1.3080 5.7729 -3.0323 0.150 -0.253 -0.007
H -1.4970 5.6889 -1.2784 -0.080 -0.031 0.052
H -4.3043 3.9491 -2.4443 -0.128 -0.022 -0.124
H -3.3645 4.0254 -3.9735 -0.444 -0.109 -0.105
H -3.5091 2.4892 -3.0943 0.189 0.095 0.213
H -0.5513 3.6275 -1.1163 -0.183 0.160 -0.050
C 1.9261 -1.0298 5.0482 -0.542 -1.178 -0.015
O 2.4475 0.2367 5.3265 0.171 0.648 0.459
H 2.1525 -1.7326 5.8570 0.393 0.279 0.048
H 0.8287 -1.0745 5.0049 0.069 0.343 -0.290
H 2.3069 -1.4818 4.1303 0.085 0.161 -0.047
H 2.6513 0.7240 4.5151 -0.180 -0.338 -0.176
```
Forces are in eV/Å.

Structure (SMILES): C[C@H]1COC(=O)O1.C[C@H]1COC(=O)O1.C[C@H]1COC(=O)O1.C[C@H]1COC(=O)O1.C[C@H]1COC(=O)O1.CN(C)C=O.CN(C)C=O.CN(C)C=O.CN(C)C=O.CN(C)C=O.CO
Total charge: 0
LUMO (hartree): -0.0051

Atom charges from the Löwdin analysis, given in e for atoms 1 to 6: -0.01 -0.29 -0.09 0.09 -0.57 0.13

***

2.
The following is a quantum chemistry calculation of a structure of composition C17H16BBr2N3OPd, from OMol25.

XYZ file:
```
41
Properties=species:S:1:pos:R:3:forces:R:3
Pd -0.1043 -0.3695 -0.9749 -0.344 -0.035 0.103
C -2.5961 0.2258 0.8188 -0.071 0.159 -0.010
C -1.9154 1.5498 0.6421 0.256 -0.172 -0.103
C -2.4591 2.7341 1.1418 0.047 0.286 0.042
C -1.8075 3.9292 0.9568 -0.103 -0.113 0.065
C -0.5899 3.9513 0.2515 0.096 -0.233 -0.080
C 0.1740 5.1119 0.0065 0.097 0.402 -0.027
Br -0.4312 6.8327 0.6282 0.009 -0.110 -0.015
C 1.3593 5.0687 -0.6879 -0.193 -0.071 0.121
C 1.8275 3.8584 -1.1628 0.231 0.013 -0.106
Br 3.4936 3.8460 -2.1092 -0.116 0.002 0.064
C 1.1600 2.6070 -1.0055 0.223 -0.105 -0.142
O 1.5846 1.5320 -1.4587 0.085 0.204 0.092
C -0.0993 2.7061 -0.2430 -0.241 0.115 0.190
N -0.7612 1.5418 -0.0289 -0.086 -0.095 -0.090
H -3.5734 0.3391 1.2988 0.026 0.016 -0.005
H -1.9698 -0.4412 1.4160 0.017 -0.031 -0.031
H -2.7057 -0.2428 -0.1629 0.001 -0.080 0.031
H -3.3981 2.7080 1.6831 -0.012 -0.041 -0.010
H -2.2146 4.8516 1.3487 -0.017 0.005 -0.010
H 1.9223 5.9749 -0.8636 0.014 0.005 -0.002
C 2.6398 -4.2675 3.2946 -0.036 0.023 -0.027
C 2.0777 -3.4404 2.1720 -0.063 0.108 -0.202
C 2.7677 -2.3625 1.6267 0.004 -0.163 0.219
C 2.2261 -1.6544 0.5663 -0.001 0.087 -0.097
N 1.0422 -1.9446 0.0124 0.082 -0.050 0.076
C 0.3742 -2.9815 0.5374 -0.029 -0.028 -0.115
C 0.8440 -3.7378 1.5956 0.117 -0.033 0.195
H 3.6065 -3.8807 3.6183 -0.005 -0.004 0.021
H 2.7782 -5.3033 2.9749 0.015 -0.014 0.038
H 1.9670 -4.2769 4.1556 0.023 -0.003 0.005
H 3.7308 -2.0735 2.0342 0.003 0.033 -0.048
H 2.7455 -0.8061 0.1361 -0.020 -0.002 -0.045
H -0.5779 -3.2033 0.0706 0.009 0.007 -0.047
H 0.2529 -4.5666 1.9718 -0.029 0.006 -0.045
B -2.4601 -2.5371 -4.7853 -0.057 -0.052 -0.177
C -1.7657 -1.8311 -3.5527 0.070 0.065 0.322
N -1.2607 -1.3219 -2.6462 0.047 -0.041 -0.071
H -3.6628 -2.6135 -4.5823 -0.020 0.001 0.011
H -1.9823 -3.6534 -4.9200 0.001 -0.033 -0.014
H -2.2387 -1.8590 -5.7748 -0.034 -0.025 -0.078
```
Forces are in eV/Å.

Total charge: -2
LUMO (hartree): 0.1546

Atom charges from the Löwdin analysis, given in e for atoms 1 to 6: 0.38 -0.08 -0.35 -0.05 -0.08 -0.22

***

3.
The following is a quantum chemistry calculation of a structure of composition C16H21LiN5O, from OMol25.

XYZ file:
```
44
Properties=species:S:1:pos:R:3:forces:R:3
Li -0.0158 -0.1655 -0.3065 0.001 0.087 0.055
C -1.4540 -5.4740 -1.2991 0.003 -0.002 -0.001
C -0.3539 -4.6540 -1.5030 0.013 -0.029 -0.012
C -0.4504 -3.2978 -1.2391 -0.006 0.060 0.016
C -1.6538 -2.7667 -0.7862 -0.107 -0.162 0.003
C -2.7615 -3.5872 -0.5771 0.020 0.011 -0.018
C -2.6521 -4.9407 -0.8343 -0.006 0.004 0.002
N -1.6627 -1.3721 -0.5354 0.028 0.063 0.008
N -2.7660 -0.8546 -0.3056 0.014 -0.214 -0.044
C -2.7043 0.5406 -0.0271 0.076 0.119 0.046
C -3.9066 1.2003 0.1428 0.018 -0.038 -0.014
C -3.8708 2.5595 0.4181 0.015 0.027 0.003
C -2.6429 3.1900 0.5178 -0.021 0.012 0.006
C -1.4901 2.4380 0.3399 -0.019 -0.054 -0.001
N -1.5125 1.1348 0.0704 0.017 0.138 -0.002
H -1.3815 -6.5343 -1.5007 0.006 -0.001 -0.001
H 0.5744 -5.0709 -1.8695 0.002 0.003 0.000
H 0.3991 -2.6412 -1.3902 -0.001 0.001 -0.002
H -3.6848 -3.1602 -0.2136 -0.005 0.007 0.001
H -3.5023 -5.5891 -0.6726 -0.007 0.006 0.002
H -4.8311 0.6483 0.0565 -0.004 -0.001 -0.002
H -4.7883 3.1151 0.5550 -0.004 -0.002 -0.002
H -2.5672 4.2460 0.7327 -0.009 0.002 0.005
H -0.5129 2.8975 0.4214 0.004 0.001 -0.010
C 1.3690 -2.1496 2.0024 0.013 0.042 -0.034
N 2.6144 -2.0760 1.2533 -0.060 -0.028 0.057
C 3.2984 -3.3596 1.1322 0.016 0.044 0.034
C 2.7265 -1.0933 0.3165 0.060 0.002 -0.046
O 1.7247 -0.4273 -0.0280 -0.017 -0.019 -0.075
N 3.9443 -0.8414 -0.2130 -0.069 -0.093 -0.004
C 5.1940 -1.0975 0.4858 0.010 -0.010 0.028
C 4.0582 -0.0447 -1.4228 -0.011 0.079 -0.004
H 1.5454 -2.7261 2.9087 0.008 -0.007 0.001
H 0.5775 -2.6412 1.4266 -0.007 -0.003 0.018
H 1.0440 -1.1524 2.2874 -0.013 0.002 0.006
H 2.5786 -4.1267 0.8332 0.000 -0.004 0.011
H 3.7323 -3.6474 2.0899 0.034 -0.022 -0.014
H 4.0819 -3.3229 0.3847 0.009 0.026 -0.030
H 4.9988 -1.3638 1.5204 0.007 -0.020 0.006
H 5.7883 -0.1826 0.4733 0.001 -0.005 0.010
H 5.7804 -1.8876 0.0127 -0.020 -0.004 -0.017
H 3.0754 0.1169 -1.8516 0.018 -0.030 -0.015
H 4.6902 -0.5635 -2.1450 0.005 0.002 0.014
H 4.5076 0.9263 -1.2047 -0.011 0.007 0.014
```
Forces are in eV/Å.

Total charge: +1
LUMO (hartree): -0.1468

Atom charges from the Löwdin analysis, given in e for atoms 1 to 6: 0.64 -0.06 -0.07 -0.04 -0.26 -0.01

***

4.
The following is a quantum chemistry calculation of the molecule C3H6S3, from OMol25.

XYZ file:
```
12
Properties=species:S:1:pos:R:3:forces:R:3
C 2.7469 0.2801 0.0145 -0.262 1.003 -0.808
C -0.0056 -0.0429 -0.0041 1.299 1.273 -0.134
C -2.8142 0.2160 0.1512 1.480 -1.515 -0.471
H 2.5957 0.8157 -0.9330 0.474 -0.056 0.246
H 2.6289 1.0041 0.7986 -0.275 0.258 0.471
H 3.7503 -0.1177 0.1089 -0.087 -0.567 -0.238
H -2.8361 0.5868 1.1377 0.094 0.260 1.182
H -2.7562 1.0146 -0.5291 0.128 0.902 -0.952
H -3.6418 -0.4182 -0.0614 -0.826 -0.394 -0.071
S 1.4861 -0.9656 0.0578 -0.390 -1.018 0.357
S -0.0429 1.5843 -0.0454 0.195 0.721 0.169
S -1.3996 -0.9689 -0.1056 -1.828 -0.865 0.248
```
Forces are in eV/Å.

Total charge: 0
LUMO (hartree): 0.0032

Atom charges from the Löwdin analysis, given in e for atoms 1 to 6: -0.45 -1.56 -0.35 0.03 0.02 0.04